1.
81
Properties=species:S:1:pos:R:3:mulliken_charge:R:1 method="wB97M-V/def2-TZVPD" lumo_energy_ev=-4.63 total_charge=+1 e_homo_ev=-10.7
C -1.07459 3.94535 -5.97282 -1.14
C 0.36553 3.36473 -5.74165 0.21
O 0.95064 3.00029 -7.00378 -0.39
C 2.30877 2.57705 -6.87783 -0.47
C 2.38054 1.00965 -7.18955 -1.06
C 1.93927 0.28520 -5.86669 0.31
C 2.94673 0.12315 -4.83988 -0.51
N 2.58552 -0.47813 -3.65669 0.06
C 1.32973 -0.93708 -3.36443 0.26
C 1.02878 -1.56452 -1.96201 -0.64
O 1.81924 -0.95646 -0.94895 -0.42
C 1.60735 0.45965 -0.86163 -0.61
C 0.25854 -0.84922 -4.34905 -0.43
C 0.57414 -0.22045 -5.62478 0.70
C -0.45345 0.00043 -6.77187 0.02
O -1.34043 0.79655 -6.63872 -0.45
O -0.31563 -0.69073 -7.95677 -0.46
H -1.27860 3.88402 -7.07910 0.27
H -1.84791 3.30118 -5.47686 0.26
H -1.19773 5.00153 -5.61130 0.32
H 1.03857 4.06477 -5.16510 0.44
H 0.26468 2.44582 -5.09594 -0.06
H 2.89930 3.14711 -7.65050 0.36
H 2.70706 2.77808 -5.84469 0.35
H 3.44046 0.71440 -7.43110 0.44
H 1.72236 0.72570 -8.04482 0.38
H 3.99646 0.47231 -4.95629 0.46
H 3.28712 -0.56816 -2.91398 0.36
H -0.05929 -1.41011 -1.69814 0.37
H 1.17543 -2.68138 -1.95192 0.35
H 2.10943 0.79331 0.08899 0.27
H 2.08012 1.05809 -1.68352 0.24
H 0.52812 0.76170 -0.77071 0.31
H -0.76540 -1.24437 -4.14239 0.47
H -1.23449 -0.71389 -8.30394 0.42
C -2.57584 0.05656 4.06451 -0.65
O -2.47442 1.39519 3.61918 -0.34
C -1.17823 1.70439 3.13358 -0.18
C -1.23181 2.87082 2.16267 -0.61
O -1.68048 2.50023 0.85940 -0.44
C -3.07594 2.22485 0.73357 -0.37
C -3.94372 3.47093 0.79406 -0.64
O -4.12355 3.88181 2.14068 -0.25
C -4.51836 5.23623 2.23877 -0.78
H -1.88854 -0.12505 4.89700 0.25
H -3.59681 -0.11232 4.40347 0.31
H -2.36315 -0.63910 3.24465 0.28
H -0.74276 0.83425 2.62757 -0.01
H -0.55464 1.96962 3.99600 0.50
H -0.21078 3.23655 2.02209 0.44
H -1.81427 3.70314 2.55991 0.17
H -3.39679 1.47181 1.45449 0.19
H -3.19244 1.78478 -0.26133 0.39
H -4.93366 3.24907 0.37626 0.44
H -3.47270 4.27187 0.21158 0.36
H -3.75847 5.88977 1.79635 0.33
H -4.61269 5.48541 3.29500 0.24
H -5.48377 5.39385 1.74679 0.32
C 1.25062 -0.97067 4.35578 -0.60
O 0.87473 -2.32911 4.42755 -0.26
C 1.25424 -3.05599 3.26794 -0.47
C 1.38441 -4.53724 3.57989 -0.47
O 2.60089 -4.87089 4.23991 -0.47
C 2.69566 -4.49437 5.61328 -0.31
C 1.84134 -5.35088 6.53274 -0.60
O 0.48557 -4.92575 6.48724 -0.21
C -0.40336 -5.92592 6.94321 -0.79
H 0.75283 -0.48165 3.51220 0.09
H 0.94605 -0.48187 5.28055 0.29
H 2.33793 -0.87710 4.25722 0.42
H 2.21012 -2.68358 2.88007 0.36
H 0.47417 -2.90626 2.51016 0.36
H 1.41615 -5.07752 2.62957 0.40
H 0.51958 -4.91239 4.12964 0.19
H 2.49376 -3.43086 5.74689 0.10
H 3.74261 -4.65711 5.88279 0.41
H 2.19196 -5.24146 7.56632 0.43
H 1.92056 -6.40143 6.22961 0.36
H -0.32102 -6.82414 6.32138 0.33
H -1.41904 -5.54081 6.85743 0.23
H -0.20231 -6.17322 7.99076 0.32

---

2.
83
Properties=species:S:1:pos:R:3:mulliken_charge:R:1 method="wB97M-V/def2-TZVPD" lumo_energy_ev=-4.17 total_charge=+1 e_homo_ev=-12.1
C 5.83671 3.55642 2.20448 -0.98
N 4.72623 3.46621 1.22676 -0.06
C 5.22128 3.63413 -0.15979 -1.07
B 4.00552 2.23014 1.34591 0.23
O 4.46267 1.02327 1.04693 -0.40
N 2.51511 2.35474 1.77236 0.82
C 1.73232 3.21402 1.23694 -1.71
C 0.33684 3.14056 1.81098 2.34
N 0.39542 3.99383 3.00937 -0.76
C -0.85099 3.50745 0.89016 -0.84
C -0.44909 3.90168 -0.51179 -0.35
N -0.47348 3.13322 -1.51550 -0.63
C 0.34513 1.64316 2.22968 -0.74
P 0.19066 0.45993 0.80599 0.48
S -1.58940 -0.02850 0.24774 -0.28
C 1.76849 1.51953 2.76790 -0.82
H 5.50287 4.06179 3.11077 0.32
H 6.24000 2.57922 2.48384 0.29
H 6.63794 4.15204 1.77384 0.34
H 4.38812 3.58680 -0.86523 0.34
H 5.93971 2.86308 -0.45063 0.33
H 5.66871 4.62084 -0.25924 0.39
H 4.10842 0.20833 1.45101 0.42
H 2.09186 3.93366 0.50994 0.55
H 1.28978 4.44726 3.16223 0.26
H -0.29844 4.72920 2.96604 0.32
H -1.52359 2.65370 0.81225 0.22
H -1.42086 4.31396 1.35237 0.50
H -0.12470 4.93429 -0.66176 0.48
H -0.84233 2.21211 -1.25113 0.28
H -0.43562 1.36645 2.93579 0.72
H 1.00445 1.02140 -0.19125 0.07
H 0.98281 -0.60178 1.26490 -0.19
H 2.19811 0.51956 2.79061 0.05
H 1.89571 1.96972 3.75070 0.31
C 1.14702 -3.05038 4.76483 -1.46
C 1.10606 -3.61851 3.35264 0.57
C 2.49163 -3.69244 2.69673 -0.15
C 3.11767 -2.38103 2.56320 0.12
N 3.63428 -1.35858 2.47171 -0.58
H 1.51378 -2.02100 4.77498 0.24
H 0.15141 -3.05140 5.20577 0.43
H 1.79734 -3.64374 5.40914 0.36
H 0.44447 -3.01895 2.72299 -0.21
H 0.69490 -4.62828 3.36342 0.15
H 2.42440 -4.12320 1.69777 -0.04
H 3.16717 -4.32062 3.28135 0.48
C -0.43656 -3.43610 0.71383 -0.01
C 0.23974 -4.60501 0.00913 -0.40
C -0.58050 -5.88850 0.14220 -0.47
C -0.71707 -6.24877 1.55374 0.19
N -0.82231 -6.45407 2.67908 -0.53
H -0.54532 -3.62459 1.78412 0.14
H 0.14167 -2.51998 0.58569 -0.21
H -1.43099 -3.25280 0.30738 -0.10
H 1.23896 -4.77455 0.42122 0.07
H 0.36141 -4.38580 -1.05026 0.45
H -0.10682 -6.71582 -0.38594 0.45
H -1.57073 -5.75015 -0.29038 0.20
C -4.07117 -2.60805 -1.78919 -0.53
C -3.80390 -2.60381 -3.28832 -0.35
C -3.53908 -4.00752 -3.84608 -0.58
C -2.35841 -4.62328 -3.24565 0.34
N -1.41079 -5.07172 -2.77643 -0.46
H -3.20512 -2.97505 -1.23375 -0.22
H -4.28838 -1.59934 -1.43762 0.31
H -4.92512 -3.24057 -1.53890 0.35
H -2.95556 -1.95695 -3.51435 0.26
H -4.65961 -2.18409 -3.81614 0.33
H -3.37726 -3.97035 -4.92432 0.32
H -4.39286 -4.66331 -3.66326 0.30
C -4.60762 4.20436 -5.69006 -1.16
C -3.94944 4.13697 -4.31847 -0.48
C -2.87388 3.04746 -4.22806 0.11
C -3.42882 1.71485 -4.45802 0.26
N -3.89437 0.68132 -4.64064 -0.41
H -5.12437 3.27314 -5.92520 0.33
H -5.34073 5.00925 -5.72681 0.34
H -3.86872 4.38821 -6.47208 0.31
H -4.70620 3.95638 -3.55255 0.30
H -3.47901 5.09373 -4.08461 0.32
H -2.40492 3.03676 -3.24379 -0.29
H -2.08567 3.22706 -4.96148 0.37

---

3.
79
Properties=species:S:1:pos:R:3:mulliken_charge:R:1 method="wB97M-V/def2-TZVPD" lumo_energy_ev=-2.19 total_charge=+1 de_lowest_ev=0.000 e_homo_ev=-11.3
C 2.94618 -4.60142 -2.52773 -0.94
B 1.50352 -4.64031 -3.14688 0.66
O 1.25225 -5.35070 -4.27917 -0.49
C 0.28015 -3.81979 -2.47299 0.17
O -0.97497 -4.40277 -2.70096 -0.35
C -1.53875 -4.15498 -3.98684 -0.86
C -3.08062 -4.29569 -3.99278 0.39
C -3.65624 -3.24767 -4.96797 -1.72
C -3.73965 -4.12834 -2.61494 0.23
C -3.38124 -2.80936 -1.91130 -1.31
C -3.55014 -5.33460 -1.68358 -1.46
O 0.50384 -4.08048 -1.05966 -0.44
C 0.01295 -3.06757 -0.33389 0.54
O -0.26343 -3.10324 0.81807 -0.60
O -0.06463 -1.96122 -1.09802 -0.37
C 0.25884 -2.28949 -2.46602 0.55
C 1.52253 -1.52338 -2.89652 -1.12
C 2.29286 -0.99034 -1.69877 0.92
C 1.91420 0.50314 -1.25400 -1.52
O 3.23534 -0.09775 -1.91382 -0.52
H 3.67492 -4.29105 -3.27438 0.32
H 3.21082 -5.61228 -2.21177 0.41
H 3.02348 -3.95264 -1.66038 0.27
H 1.64284 -6.23046 -4.28753 0.28
H -1.13272 -4.88380 -4.68818 0.20
H -1.27088 -3.17660 -4.38445 0.44
H -3.31231 -5.27155 -4.41329 0.50
H -3.10300 -2.31104 -4.92689 0.36
H -4.68259 -3.00782 -4.70066 0.40
H -3.64518 -3.60193 -5.99542 0.39
H -4.81059 -4.06410 -2.81198 0.65
H -2.59000 -2.95686 -1.18597 0.19
H -3.11472 -2.02541 -2.61735 0.24
H -4.25468 -2.45786 -1.36476 0.43
H -2.73239 -5.13583 -0.99291 0.24
H -4.43364 -5.52010 -1.07911 0.40
H -3.26686 -6.23163 -2.22798 0.35
H -0.58516 -1.88353 -3.01341 0.29
H 2.23663 -2.11645 -3.46975 0.26
H 1.24378 -0.63674 -3.45107 0.59
H 2.47863 -1.67707 -0.86946 0.52
H 1.84910 0.11858 -0.18534 0.08
H 2.47793 1.38151 -0.93699 0.46
C 1.38174 5.09088 5.83034 -1.40
C 1.68315 3.74198 5.17605 -0.39
C 2.43506 3.85414 3.85248 -0.83
C 1.77176 4.51268 2.65050 -0.88
N 0.45028 3.99797 2.13788 0.30
C -0.73519 4.40458 2.97435 -0.56
C -0.90356 5.89134 2.72489 -0.65
C -0.52875 6.07611 1.24481 -0.71
C 0.18080 4.77793 0.84586 -0.61
C 0.44916 2.52784 1.77842 -0.69
C 0.22344 1.48874 2.88375 -0.61
C 1.45513 0.73316 3.40574 -1.44
H 0.93868 5.80327 5.13080 0.20
H 0.68941 4.97081 6.66264 0.36
H 2.29369 5.54009 6.22299 0.43
H 0.76462 3.16316 5.06846 0.17
H 2.30033 3.15411 5.85794 0.44
H 2.81592 2.87729 3.55443 0.32
H 3.33480 4.45017 4.03329 0.56
H 2.45484 4.40710 1.80875 0.32
H 1.64300 5.58086 2.81858 0.67
H -1.58446 3.83751 2.59314 0.53
H -0.57826 4.15989 4.01778 0.39
H -0.23322 6.46772 3.36027 0.05
H -1.91196 6.22619 2.95426 0.58
H 0.10374 6.94884 1.09792 0.36
H -1.41071 6.21761 0.62463 0.30
H 1.12089 4.92388 0.32377 0.46
H -0.47053 4.16322 0.23313 0.43
H 1.36382 2.33979 1.21620 0.42
H -0.38514 2.41918 1.08984 0.35
H -0.41697 0.73333 2.42601 0.62
H -0.36236 1.89358 3.70838 0.39
H 2.25194 0.69742 2.66162 0.36
H 1.18408 -0.29379 3.64378 0.40
H 1.85447 1.16205 4.32320 0.33

---

The calculation returns the following orbital gap values, one per record and in order: 6.05, 7.93, 9.15 eV.